Entry 1:
55
Properties=species:S:1:pos:R:3:forces:R:3 method="wB97M-V/def2-TZVPD" total_energy_ha=-2034.7394 total_charge=+1 homo_lumo_gap_ev=9.211 smiles="O=C(NCCCOc1cccc(C[NH+]2CCCCC2)c1)c1ccc(Cl)c(Cl)c1" multiplicity=1 max_force_ha_per_bohr=0.017
O 0.2289 -0.4184 0.2628 -0.1234 0.0334 0.1748
C 1.0804 -1.2808 0.0357 0.3453 -0.2273 -0.1698
N 0.7727 -2.4861 -0.4546 0.0951 -0.1522 -0.0977
C -0.5900 -2.9130 -0.6899 -0.3472 0.0038 0.0851
C -1.0846 -3.8927 0.3835 -0.3503 0.2188 -0.0437
C -2.6073 -3.8284 0.5620 0.4837 -0.4572 -0.0991
O -2.9658 -2.6388 1.2413 -0.1549 0.2807 0.1155
C -3.2128 -1.5075 0.5250 -0.0559 0.4470 -0.0439
C -4.0346 -1.4557 -0.5997 0.0848 -0.2411 0.2275
C -4.2647 -0.2463 -1.2287 0.0689 0.0811 -0.0585
C -3.6661 0.9160 -0.7725 -0.0199 0.0324 0.0589
C -2.8422 0.8734 0.3460 -0.0827 -0.0401 -0.0111
C -2.1105 2.0947 0.8327 -0.5836 -0.2134 0.1546
N -0.7189 2.1220 0.2993 0.0137 -0.2508 0.1319
C -0.6977 2.4313 -1.1472 0.1931 -0.1409 -0.8595
C 0.7201 2.3296 -1.6933 0.0219 0.2673 0.0894
C 1.6414 3.2907 -0.9498 0.0855 -0.2667 0.0334
C 1.5794 2.9885 0.5433 -0.1111 0.1907 -0.1939
C 0.1420 3.0660 1.0424 0.6473 0.2955 0.4082
C -2.6369 -0.3306 0.9997 -0.2210 -0.2157 -0.0547
C 2.5269 -1.0266 0.2729 0.2973 0.1623 0.0500
C 2.9147 -0.3324 1.4165 -0.0454 -0.1535 -0.1022
C 4.2488 -0.0602 1.6490 0.0051 -0.0284 -0.0749
C 5.2130 -0.4593 0.7326 -0.0947 -0.1215 -0.2210
Cl 6.8672 -0.1067 1.0181 0.0051 0.0609 0.1054
C 4.8280 -1.1469 -0.4224 0.1387 0.0950 0.1910
Cl 6.0064 -1.6409 -1.5726 -0.0719 -0.0424 -0.0833
C 3.4904 -1.4330 -0.6445 -0.0781 0.0699 0.1535
H 1.5007 -3.1794 -0.5378 0.0613 0.1448 0.0772
H -1.1982 -2.0059 -0.6752 0.1309 -0.1627 -0.1318
H -0.6545 -3.3667 -1.6821 -0.0432 0.0938 0.0401
H -0.7940 -4.9128 0.1328 0.0468 -0.0724 0.0348
H -0.6307 -3.6309 1.3414 0.0011 -0.0609 0.0107
H -3.1098 -3.9165 -0.4055 -0.0757 0.0037 0.0853
H -2.9355 -4.6455 1.2085 -0.0221 0.0790 -0.1643
H -4.5127 -2.3493 -0.9694 -0.0584 -0.0985 -0.0087
H -4.9183 -0.2102 -2.0861 -0.0727 -0.0055 -0.0815
H -3.8572 1.8520 -1.2755 -0.0177 0.1293 -0.0571
H -2.0537 2.0768 1.9227 0.1163 0.0832 -0.0822
H -2.6174 3.0109 0.5210 0.1557 -0.0022 0.0269
H -0.3116 1.1569 0.3931 -0.0908 0.2530 0.0169
H -1.0861 3.4436 -1.2885 -0.0762 -0.0473 0.1283
H -1.3544 1.7233 -1.6552 -0.0074 0.0839 0.1452
H 0.7066 2.5609 -2.7578 -0.0788 -0.0639 -0.0292
H 1.0814 1.3068 -1.5752 -0.0056 -0.0588 -0.0538
H 2.6637 3.1814 -1.3081 0.0360 0.0675 -0.0326
H 1.3309 4.3204 -1.1353 0.0145 0.0874 -0.0283
H 2.1854 3.7011 1.1018 -0.0206 -0.0289 0.1013
H 1.9788 1.9895 0.7281 0.0094 0.0077 0.0576
H -0.2551 4.0753 0.9033 -0.1087 -0.0929 0.0050
H 0.0976 2.8183 2.1046 -0.1638 -0.0379 -0.0802
H -2.0174 -0.3881 1.8805 0.1236 -0.0260 0.1190
H 2.1672 -0.0371 2.1374 -0.0628 0.0532 0.0563
H 4.5544 0.4628 2.5407 0.0658 0.0376 0.0911
H 3.2114 -1.9462 -1.5517 -0.0026 -0.0541 -0.1120

Entry 2:
100
Properties=species:S:1:pos:R:3:forces:R:3 method="wB97M-V/def2-TZVPD" total_energy_ha=-19344.7192 total_charge=+1 homo_lumo_gap_ev=7.620 multiplicity=1 max_force_ha_per_bohr=0.285
O 3.4171 -2.5996 -0.5226 0.1965 -0.0737 -0.0808
C 2.2266 -2.4882 -0.5545 0.0062 0.2242 0.2849
C 1.4981 -1.4418 -1.3927 -0.2040 -0.3261 1.4248
C 1.1376 -0.1476 -0.5830 0.5909 -1.5318 -0.7250
C 2.3289 0.8125 -0.8685 -0.2493 0.7880 0.1894
F 3.4641 0.1029 -0.9013 0.0395 -0.1962 0.1417
F 2.1555 1.3043 -2.1142 -0.1264 -0.0313 -0.0127
C 2.5925 2.0122 0.1270 0.6745 0.0476 -0.0163
F 1.6438 2.0712 1.0821 -0.2459 0.0379 -0.0828
F 2.6481 3.1636 -0.5039 -0.1710 0.0358 -0.0774
F 3.7559 1.8337 0.7414 -0.0934 -0.1658 0.1456
O 1.1127 -0.6111 0.7813 -0.0672 0.6727 0.2046
C -0.0799 -0.2874 1.3655 -0.8806 -0.2728 -0.1953
P -0.4588 -1.1253 3.0214 1.1123 0.0240 0.7745
O -2.0833 -1.1825 2.9666 -0.0397 0.0770 -0.6437
I 0.4159 -3.3934 2.8521 -0.3657 0.3257 -0.4080
N -1.0791 -0.4067 0.1757 -0.0207 -0.7445 0.9595
Cl -1.5054 -2.0992 -0.0243 0.0598 0.1022 -0.2509
C -0.3309 0.3017 -0.9491 -0.3255 0.8291 0.6663
C -0.7632 0.1133 -2.4230 -4.2117 1.9152 2.2011
C -2.1317 -0.5243 -2.6989 -0.0343 0.1611 0.1319
C -3.3074 0.1678 -2.0092 -0.5476 -0.8238 -0.7055
C -4.5087 -0.7753 -1.8370 0.2537 0.6554 0.1231
S -5.4427 -0.1791 -0.4341 -0.1319 -0.6603 0.4431
O -4.5563 -0.2717 0.6936 0.3644 0.2780 -0.0289
O -6.7231 -0.7833 -0.3487 -0.1623 0.1382 -0.2749
Cl -5.6638 1.8145 -0.8131 -0.0488 -0.0920 -0.0705
P -0.7648 2.1440 -0.6576 0.5183 1.0732 -0.4824
O 0.0833 3.0194 -1.4815 0.2108 -0.1562 -0.1476
H 1.5812 -3.1635 0.0299 -0.0805 -0.0801 -0.0429
H 2.0444 -1.2010 -2.3036 0.0672 -0.0989 3.1458
H 0.5777 -1.9241 -1.7524 0.3541 0.3261 0.8618
H -0.1890 0.7609 1.6691 0.2162 0.0883 -0.2443
H -2.4478 -0.8535 3.8005 -0.1071 -0.0602 -0.0494
H -1.9622 0.0027 0.5107 -0.1181 0.1217 -0.4260
H -0.0250 -0.4321 -3.0079 -6.2934 3.5608 6.3287
H -0.7706 1.1113 -2.8722 0.1652 0.0504 -0.0029
H -2.1344 -1.5895 -2.4788 0.1501 -0.0427 0.0908
H -2.2885 -0.4704 -3.7766 0.0677 0.0319 -0.0642
H -3.6475 0.9900 -2.6366 0.2066 0.3503 0.3121
H -3.0713 0.5234 -1.0138 0.1003 0.1979 -0.1076
H -4.1902 -1.7613 -1.4956 -0.1359 -0.1034 -0.0385
H -5.1311 -0.8479 -2.7247 -0.1580 -0.0357 0.0899
H -2.1199 2.2768 -1.0068 -0.0427 -0.4435 0.3375
H -0.6695 2.4470 0.7115 -0.3356 -0.3208 0.0625
C 3.7714 -5.6143 2.8421 0.0904 -0.0166 0.0394
Cl 2.4544 -6.4700 2.0215 -0.0064 0.0104 -0.0445
Cl 3.1728 -4.8817 4.3372 0.2086 -0.0674 0.0993
Cl 5.1279 -6.6779 3.1562 -0.0637 0.0499 -0.0453
H 4.1122 -4.8221 2.1907 -0.0181 0.0950 -0.0356
C -1.3303 -4.4400 -3.6946 -0.1059 0.0857 0.2421
Cl 0.0670 -3.8455 -2.7774 -1.6961 -1.1782 0.0682
Cl -2.7188 -4.6386 -2.6220 -0.1240 -0.0229 0.0048
Cl -1.7047 -3.3464 -5.0211 0.0141 -0.0244 -0.0244
H -1.0770 -5.4069 -4.1103 0.0192 -0.0076 0.0382
C -0.7744 5.8440 -2.3160 0.0650 0.0622 -0.1420
Cl 0.5384 6.5410 -1.3795 -0.0293 -0.0741 0.0298
Cl -2.2310 5.5730 -1.3217 0.5088 -0.2187 0.0010
Cl -1.1744 6.8524 -3.7024 -0.0212 -0.0055 0.0338
H -0.4447 4.8779 -2.6705 -0.0365 -0.0256 0.0496
C 7.5988 -2.9974 1.7916 -0.1419 -0.2499 -0.0193
Cl 8.6464 -4.2197 1.0716 0.1385 -0.0919 0.2484
Cl 6.0069 -3.0706 1.0203 -0.1858 0.0839 0.2096
Cl 7.4708 -3.2110 3.5376 -0.0032 0.0345 -0.1003
H 8.0228 -2.0231 1.5874 0.0004 0.0117 0.0374
C 6.9533 -10.5467 4.2535 -0.0251 -0.0231 -0.0608
Cl 7.8770 -9.6363 3.0557 0.0101 0.0141 0.0163
Cl 5.4308 -9.7291 4.6098 0.0181 -0.0974 0.0753
Cl 6.6696 -12.1970 3.7067 0.0088 0.0140 0.0159
H 7.5342 -10.5882 5.1651 0.0029 0.0056 0.0010
C -1.3680 9.7567 1.1392 -0.0488 -0.0057 0.0653
Cl -1.9327 8.2697 0.3736 -0.0487 0.1717 0.0854
Cl -2.7088 10.6452 1.8594 0.0160 -0.0025 -0.0175
Cl -0.1279 9.4034 2.3443 0.0132 0.0051 -0.0201
H -0.9237 10.3792 0.3740 0.0017 -0.0040 -0.0042
C 2.4856 -1.5183 -3.9519 1.1865 -0.9484 -2.5399
Cl 2.5455 -3.2615 -3.7043 1.5934 0.3934 -0.5461
Cl 3.0997 -1.0795 -5.5384 0.0521 0.0349 0.0395
Cl 0.8336 -0.9144 -3.7256 8.5062 -4.1401 -11.1854
H 3.1163 -1.0531 -3.2049 0.4027 0.1435 -0.3200
C 7.3946 -1.2578 -2.5075 -0.0144 0.0374 0.1719
Cl 6.2408 -2.2747 -3.3758 -0.0919 0.0183 -0.1086
Cl 8.2246 -2.2161 -1.2807 0.2068 0.1919 -0.4230
Cl 8.5252 -0.4702 -3.6028 -0.0564 -0.0770 0.0262
H 6.8292 -0.4901 -1.9959 0.0072 0.0322 -0.0136
C -6.9504 5.6855 -1.6460 -0.0231 0.1140 0.0375
Cl -7.7161 6.4878 -0.2774 -0.0005 -0.0591 0.0102
Cl -7.3416 6.4977 -3.1568 0.0070 -0.0276 0.0036
Cl -5.1937 5.6041 -1.4236 -0.3996 -0.0541 -0.0932
H -7.3329 4.6746 -1.6978 0.0039 -0.0041 0.0066
C 0.1921 -2.7202 7.2778 0.1099 -0.0072 0.1192
Cl 1.9000 -2.3873 7.0159 -0.0156 -0.0303 -0.0389
Cl -0.3327 -2.1803 8.8624 -0.0041 -0.0102 -0.0497
Cl -0.7813 -1.9532 6.0015 -0.1676 -0.0035 0.3609
H 0.0379 -3.7892 7.2084 -0.0275 0.0070 -0.0393
C -10.5684 8.5017 1.8704 -0.0640 0.0179 0.0227
Cl -11.5888 9.8383 1.3457 0.0200 -0.0068 -0.0083
Cl -10.4417 8.4586 3.6287 0.0243 -0.0069 -0.0110
Cl -11.1760 6.9652 1.2475 0.0262 0.0008 -0.0042
H -9.5768 8.6590 1.4668 0.0000 0.0028 -0.0055

Entry 3:
103
Properties=species:S:1:pos:R:3:forces:R:3 method="wB97M-V/def2-TZVPD" total_energy_ha=-23665.0739 homo_lumo_gap_ev=8.742 multiplicity=1 max_force_ha_per_bohr=0.183
C -0.2921 -2.3878 -2.1550 -0.1194 -0.1947 -0.0731
C -0.8229 -0.9141 -2.6925 0.5150 -0.6187 -0.6258
C -2.3598 -1.0012 -3.3439 1.7146 0.4862 -0.4668
F -2.2009 -1.8224 -4.5968 -0.8868 1.4058 2.6375
C -3.4338 -1.6328 -2.2743 -0.1087 -0.2404 -0.3615
O -3.0276 -0.9687 -0.9925 -2.6018 3.1837 -1.9087
C -3.6946 0.3698 -1.1167 2.2482 3.1510 2.9393
O -3.3082 1.4105 -0.3628 -3.0436 -7.0335 -5.4280
O -4.7490 0.3320 -2.1829 2.0235 -1.2688 3.3057
C -4.9935 -1.1301 -2.2780 2.6050 -1.4385 0.6122
P -6.2279 -1.8012 -3.5803 -3.9574 2.3647 1.7709
N -7.7294 -1.4337 -3.0003 2.5239 -0.1920 -0.0014
H 0.6505 -2.2861 -1.4508 -1.8814 -0.0580 -1.5936
H -0.0152 -3.0608 -3.0971 -0.5708 1.4917 2.0990
H -1.1003 -2.9837 -1.5391 1.5757 1.4757 -1.2390
H -0.7230 -0.0558 -1.8883 -0.5032 -1.9094 -1.5236
H -0.0709 -0.6133 -3.5689 -2.0344 -0.6089 1.7838
H -2.6202 0.0968 -3.6995 0.1593 -2.4282 0.6588
H -3.3667 -2.8015 -2.2374 0.1161 2.3299 0.2890
H -5.4086 -1.5342 -1.2374 0.5628 0.8718 -2.2522
H -6.2021 -3.2292 -3.7570 1.1093 0.7204 -0.0882
H -6.0860 -1.1617 -4.8787 0.7929 -0.7537 0.8570
H -7.6498 -0.9523 -2.0747 -0.0929 -0.4965 -1.1246
C -6.0667 0.7408 2.0663 0.1874 0.1062 0.0813
Cl -7.1888 -0.0832 0.9701 0.1031 0.0548 -0.0067
Cl -6.9566 1.6356 3.3102 -0.1684 -0.3770 -0.1579
Cl -4.9571 -0.4227 2.8109 -0.1275 0.2812 -0.3030
H -5.4779 1.4541 1.4840 -0.1502 -0.2414 0.1489
C -2.8510 -6.3817 -2.4845 0.1825 -0.0783 -0.3206
Cl -4.3721 -5.4765 -2.5663 0.0196 -0.0756 0.0634
Cl -2.1947 -6.6436 -4.1093 -0.0942 0.0514 0.2257
Cl -1.6749 -5.5313 -1.4681 -0.3050 -0.2495 -0.1493
H -3.0543 -7.3565 -2.0339 0.1149 0.6269 -0.3614
C 0.0880 2.3484 0.7152 -0.0496 0.0639 -0.1266
Cl 0.8033 0.7904 1.1632 -0.0713 0.0859 -0.0906
Cl -0.6628 3.1165 2.1244 0.2507 -0.4258 -0.6624
Cl 1.3124 3.4138 0.0046 -0.3306 -0.1967 0.0494
H -0.6881 2.1685 -0.0332 0.1664 0.0259 0.2746
C 4.9794 4.6046 0.9996 -0.0317 -0.0158 0.2369
Cl 6.6136 4.0124 0.6558 -0.6708 0.2435 0.0457
Cl 4.1249 4.9820 -0.5061 0.1928 0.0852 0.0839
Cl 4.0727 3.4138 1.9478 0.2659 0.2026 0.0046
H 5.0623 5.5222 1.5877 -0.0527 -0.3124 -0.2245
C -3.7738 4.3301 4.5077 -0.1695 -0.1018 0.0610
Cl -2.0507 4.5561 4.1618 -0.3761 0.3974 0.5249
Cl -4.6355 3.7977 3.0539 0.3821 0.4132 0.1627
Cl -3.9966 3.1657 5.8245 0.0488 0.0715 -0.3683
H -4.1905 5.2901 4.8228 0.1542 -0.3202 -0.1187
C -2.2738 -7.9137 1.3577 0.2001 0.1302 0.2490
Cl -0.5507 -7.6877 1.0118 -0.2349 -0.0785 0.1309
Cl -3.1355 -8.4460 -0.0961 -0.0839 -0.3364 0.5485
Cl -2.4966 -9.0781 2.6745 -0.0145 0.2047 -0.2200
H -2.6905 -6.9536 1.6728 0.1179 -0.3240 -0.1444
C 0.1038 2.6566 6.8060 -0.0261 0.1194 -0.1674
Cl 1.7994 2.9281 6.3694 -0.6528 0.3668 -0.5634
Cl -0.2043 0.9304 7.0609 -0.0007 0.1458 -0.0421
Cl -0.3222 3.5850 8.2538 0.0262 -0.0915 -0.1830
H -0.5238 3.0001 5.9797 0.1652 -0.1382 0.2966
C -3.9611 -2.9602 5.8919 -0.0799 0.0725 0.1126
Cl -3.0528 -2.9386 4.3706 -0.0293 0.0162 0.1545
Cl -5.3992 -1.9321 5.7725 0.2347 -0.1988 0.1969
Cl -4.4153 -4.6179 6.3219 0.0933 0.1823 -0.0200
H -3.3187 -2.5632 6.6821 -0.2130 -0.1435 -0.2926
C -7.0738 -2.0478 -7.6634 0.0071 0.1008 -0.1511
Cl -5.3507 -1.8219 -8.0093 -0.2231 0.0385 0.1055
Cl -7.9355 -2.5802 -9.1172 0.0914 0.1045 0.2388
Cl -7.2966 -3.2122 -6.3467 -0.1495 -0.0331 -0.2823
H -7.4905 -1.0878 -7.3483 0.1125 -0.3363 -0.0842
C 0.3271 2.7624 -4.3298 0.0520 0.1040 0.0310
Cl -0.7949 1.9384 -5.4260 0.1213 0.0268 0.0685
Cl -0.5627 3.6572 -3.0859 0.0849 -0.1051 -0.1952
Cl 1.4367 1.5989 -3.5853 0.0214 0.3207 -0.1175
H 0.9160 3.4757 -4.9121 -0.2109 -0.2572 0.2024
C 10.0819 2.4085 -1.2406 -0.0613 0.1776 -0.1381
Cl 10.7972 0.8505 -0.7926 -0.0542 0.0956 -0.0406
Cl 9.3311 3.1766 0.1686 0.5804 -0.2781 -0.2482
Cl 11.3063 3.4739 -1.9513 -0.4997 -0.0754 0.1294
H 9.3058 2.2286 -1.9890 0.2625 0.0415 0.2791
C 15.5964 2.9889 -2.7357 0.0264 -0.1258 -0.0534
Cl 14.1309 2.0617 -2.3720 0.4781 0.0186 -0.1408
Cl 15.2810 4.7276 -2.6052 0.0216 -0.1826 -0.0543
Cl 16.9177 2.5134 -1.6553 -0.1237 0.0555 -0.1681
H 15.8963 2.7696 -3.7637 -0.1010 0.0901 0.3695
C -4.4662 3.9799 9.7923 0.0298 0.0490 0.0239
Cl -3.7489 5.0494 8.5752 -0.0460 0.0267 0.3820
Cl -6.0586 4.5795 10.2864 0.2131 -0.0786 -0.0190
Cl -4.5897 2.3251 9.1712 0.0450 0.1335 0.1170
H -3.8143 3.9707 10.6696 -0.2257 -0.0035 -0.3206
C 4.7842 1.3376 9.0492 -0.1056 -0.1724 0.1355
Cl 3.0891 1.3980 8.5367 0.6704 -0.3861 0.5828
Cl 5.8626 1.5093 7.6537 -0.1112 -0.0508 0.1448
Cl 5.1163 2.5967 10.2507 -0.0172 -0.1662 -0.1012
H 4.9701 0.3641 9.5101 -0.0139 0.3596 -0.1615
C -1.8799 0.7175 -9.0889 -0.0301 0.0402 -0.0089
Cl -0.1568 0.9435 -9.4348 -0.2109 0.0203 0.0688
Cl -2.7417 0.1851 -10.5427 0.0668 0.1000 0.1889
Cl -2.1027 -0.4469 -7.7722 0.0347 0.1697 -0.0649
H -2.2966 1.6775 -8.7738 0.1490 -0.3325 -0.1127
C 11.3733 -3.0952 -1.9885 0.0109 0.0337 0.0286
Cl 13.0075 -3.6874 -2.3323 -0.1878 0.1186 0.0672
Cl 10.5187 -2.7178 -3.4941 0.0996 0.0123 0.2011
Cl 10.4666 -4.2860 -1.0402 0.1065 0.1855 -0.0815
H 11.4562 -2.1777 -1.4003 -0.0321 -0.3216 -0.2164